Density functional theory data (the ωB97M-V functional and the def2-TZVPD basis) for a structure of composition C15H30F3GeNOSSi3W at a distorted geometry.

```
56
Properties=species:S:1:pos:R:3:forces:R:3
W 0.1688 -0.5762 1.2667 -0.1 0.3 0.2
F 5.0851 -0.9387 5.0729 0.0 0.0 0.0
C 4.6774 -1.6314 3.9980 0.0 0.0 0.0
F 5.1870 -1.0426 2.9116 0.0 0.0 0.0
F 5.2187 -2.8555 4.0964 0.0 0.0 0.0
C 3.1799 -1.7108 3.9458 0.0 0.1 -0.2
C 2.5267 -2.3341 5.0790 -0.2 0.0 0.0
C 1.2262 -2.5790 5.3770 0.3 0.0 0.1
C 0.0161 -2.2958 4.6514 -0.8 0.0 -0.1
N -0.1897 -1.7337 3.5209 0.9 -0.5 1.3
C 2.4899 -1.2293 2.8976 -0.1 -0.6 1.3
S 2.7123 -0.4607 1.4068 -0.4 0.4 -0.9
H 3.2293 -2.6671 5.8360 0.0 0.0 0.0
H 1.0298 -3.0706 6.3191 0.1 0.0 0.0
H -0.9224 -2.5973 5.1133 0.0 0.0 0.0
O 1.0871 -1.3487 2.9373 -0.4 0.5 -1.5
C -3.5198 1.9908 -1.7594 0.1 0.0 -0.1
Si -2.7763 1.1942 -0.2488 -0.1 -0.1 0.4
C -3.7997 -0.2704 0.3010 -0.1 0.0 0.0
C -2.6052 2.4135 1.1527 0.0 0.0 0.0
Ge -0.5873 0.3661 -0.9654 1.0 0.0 -0.6
Si 0.7988 2.2473 -1.6195 -0.2 -0.1 0.0
C 0.1515 2.9986 -3.2014 0.0 0.1 0.0
C 2.5207 1.5694 -1.8809 0.0 0.0 0.0
C 0.8234 3.5155 -0.2477 0.0 0.0 0.0
Si -0.6203 -1.4138 -2.5779 -0.1 0.0 0.0
C -1.3797 -0.8266 -4.1822 0.0 0.0 0.0
C -1.6250 -2.8330 -1.8784 0.0 0.0 0.0
C 1.1393 -1.9818 -2.8568 0.1 0.0 0.0
H -4.5207 2.3487 -1.4999 0.0 0.0 0.0
H -3.6176 1.2922 -2.5913 0.0 0.0 0.0
H -2.9359 2.8452 -2.1024 0.0 0.0 0.0
H -4.7882 0.0803 0.6116 0.0 0.0 0.0
H -3.3546 -0.7906 1.1532 0.0 0.0 0.0
H -3.9434 -1.0011 -0.4957 0.0 0.0 0.0
H -3.6012 2.7470 1.4577 0.0 0.0 0.0
H -2.0337 3.2967 0.8695 0.0 0.0 0.0
H -2.1237 1.9739 2.0292 0.0 0.0 0.0
H 0.1346 2.2750 -4.0181 0.0 0.0 0.0
H 0.7972 3.8268 -3.5062 0.0 0.0 0.0
H -0.8584 3.3939 -3.0841 0.0 0.0 0.0
H 2.5661 0.8390 -2.6887 0.0 0.0 0.0
H 2.9198 1.0998 -0.9807 0.0 0.0 0.0
H 3.1858 2.3966 -2.1447 0.0 0.0 0.0
H -0.1539 3.9700 -0.0848 0.0 0.0 0.0
H 1.5164 4.3179 -0.5161 0.0 0.0 0.0
H 1.1630 3.0915 0.6999 0.0 0.0 0.0
H -2.4111 -0.4947 -4.0486 0.0 0.0 0.0
H -1.3877 -1.6414 -4.9110 0.0 0.0 0.0
H -0.8180 0.0014 -4.6180 0.0 0.0 0.0
H -2.6700 -2.5625 -1.7185 0.0 0.0 0.0
H -1.2215 -3.1899 -0.9274 0.0 0.0 0.0
H -1.6072 -3.6754 -2.5751 0.0 0.0 0.0
H 1.7575 -1.2049 -3.3081 0.0 0.0 0.0
H 1.1397 -2.8379 -3.5369 0.0 0.0 0.0
H 1.6240 -2.2958 -1.9298 0.0 0.0 0.0
```
Forces are in eV/Å.

Computed properties:
charge = +1
HOMO level (alpha / beta) = -10.94 / -11.34 eV
maximum force = 1.70 eV Å⁻¹
gap between HOMO and LUMO (alpha / beta) = 0.209 / 0.249 hartree
spin multiplicity = 4
LUMO (alpha / beta) = -5.264 / -4.575 eV
energy above the lowest of the compared OMol25 structures with the same formula, charge and spin = 153.3 kcal/mol
⟨S²⟩ = 4.02

Atom charges from the Mulliken analysis, given in e for atoms 1 to 8:
1. W 0.4932
2. F -0.2409
3. C 0.4758
4. F -0.2734
5. F -0.2391
6. C 0.2509
7. C -0.3332
8. C -0.6556